No. 1
19
Properties=species:S:1:pos:R:3:forces:R:3:mulliken_charge:R:1 method="wB97M-V/def2-TZVPD" energy_ev=-7327.432 charge=+1 max_force_ha_per_bohr=0.08372
C -1.035355 -1.690098 -0.339364 1.68 -0.68 1.66 -1.18
C -1.916162 1.953808 -0.101979 3.16 -0.68 -0.65 -0.83
C 2.892986 0.065828 0.441093 0.85 -3.84 1.54 -0.31
C -0.857134 -0.403368 0.444317 0.05 -0.60 0.60 -0.20
N 3.991919 -0.336404 -0.268754 -2.86 3.13 0.74 -0.31
N -2.033718 0.477263 0.033582 2.03 0.43 -2.39 -0.14
H -1.525303 -1.633643 -1.251471 -0.96 0.72 -1.84 0.37
H -0.148441 -2.266798 -0.561365 1.07 0.65 -0.23 0.31
H -1.491686 -2.519571 0.149518 -1.33 -0.34 1.16 0.37
H -0.950156 2.203937 0.368203 -0.66 0.41 -0.24 0.26
H -1.892770 2.142221 -1.172375 0.18 0.48 0.15 0.30
H -2.744562 2.379381 0.337647 -1.59 1.23 1.01 0.39
H 2.351088 0.973125 0.494301 0.41 1.15 -0.83 0.33
H 2.574118 -0.634414 1.252677 0.27 0.53 -0.97 0.23
H -0.715559 -0.483554 1.612098 -0.63 0.39 -2.51 0.24
H 4.368858 -1.259489 -0.268461 0.13 -0.26 0.07 0.25
H 4.299068 0.409435 -0.872684 0.75 -0.69 -0.50 0.25
H -2.774181 0.363852 0.610569 -3.03 -1.05 2.58 0.32
H -2.393017 0.258482 -0.907559 0.49 -0.99 0.66 0.35

=====

No. 2
11
Properties=species:S:1:pos:R:3:forces:R:3:mulliken_charge:R:1 method="wB97M-V/def2-TZVPD" energy_ev=-7657.280 charge=0 max_force_ha_per_bohr=0.01266
N 0.720642 0.379591 -2.416692 0.02 0.17 -0.01 -0.57
C -0.205995 -0.299834 -0.318221 -0.22 0.00 0.02 0.43
N -1.135739 -0.081906 0.467435 0.27 -0.42 -0.42 -0.45
N -0.754032 0.198514 1.801812 0.24 -0.27 0.29 0.11
C 0.127193 -0.555806 2.397025 -0.40 0.46 0.12 -0.44
C 0.628094 -0.522562 -1.302024 -0.25 -0.11 0.23 -0.39
H -0.200187 0.414808 -2.840340 0.14 0.15 -0.16 0.27
H 0.955613 1.324321 -2.136131 0.11 -0.06 0.02 0.26
H -1.415299 0.849085 2.222761 0.13 -0.14 -0.01 0.27
H 0.085780 -0.256011 3.458807 0.17 0.13 -0.06 0.17
H 1.193930 -1.450201 -1.334433 -0.21 0.09 -0.01 0.33

=====

No. 3
63
Properties=species:S:1:pos:R:3:forces:R:3:mulliken_charge:R:1 method="wB97M-V/def2-TZVPD" energy_ev=-153103.288 multiplicity=6 s2=9.34 charge=0 max_force_ha_per_bohr=0.07190
O -2.817626 0.015623 -2.649266 -1.11 0.98 -0.84 -0.31
C -3.339953 0.931373 -3.282953 0.20 -0.18 0.96 0.01
C -4.542435 0.830580 -4.168898 -0.30 -0.58 -0.31 0.31
C -5.373761 -0.314134 -4.178070 0.14 0.33 -0.29 -0.21
H -5.328415 -1.006083 -3.336446 0.26 -0.03 -0.40 0.33
C -6.267064 -0.529235 -5.232886 0.05 0.31 0.23 -0.51
H -6.882677 -1.430684 -5.251421 0.23 0.25 0.01 0.35
C -6.396006 0.421473 -6.256567 0.55 0.26 0.32 -0.35
H -7.027993 0.208729 -7.125493 0.15 0.21 0.43 0.37
C -5.694170 1.637686 -6.155425 -0.15 -0.22 0.14 -0.50
H -5.864653 2.421187 -6.897772 0.12 -0.27 0.24 0.35
C -4.784871 1.850117 -5.107976 -0.09 -0.33 0.12 -0.35
H -4.264550 2.807666 -4.984008 -0.05 -0.45 -0.31 0.37
H -2.902322 1.943087 -3.179253 -0.06 -0.16 -0.24 0.20
C 1.020133 0.198068 -3.356328 0.17 -0.27 -0.87 -1.05
C 1.313384 0.394866 -1.934814 -2.91 0.15 2.27 0.87
H 1.891021 0.350326 -4.019794 -0.29 -0.04 -0.11 0.39
H 0.207634 0.888383 -3.637367 0.38 0.02 -0.10 0.14
H 0.584275 -0.792719 -3.555756 0.27 0.07 0.11 0.21
C 2.410231 0.656235 -1.268706 1.70 0.22 -0.10 -0.29
C 3.816020 0.640747 -1.824510 -0.06 0.20 -0.17 -1.37
H 2.405343 0.971330 -0.218917 -0.27 -0.34 0.05 0.16
H 3.779995 0.511757 -2.908446 0.22 0.00 0.04 0.31
H 4.409187 -0.171801 -1.394582 0.01 -0.03 -0.02 0.25
H 4.333713 1.575536 -1.590245 0.11 0.00 -0.10 0.28
Dy -0.702358 0.405778 -0.329552 2.42 0.25 -2.14 0.30
Cl -1.052890 -1.976305 -1.112854 -0.09 -0.95 0.04 -0.50
Cl -1.225300 2.667856 -1.456488 -0.46 0.42 0.11 -0.61
H -5.046643 -1.378923 -0.025103 0.20 0.19 0.07 0.37
H -5.051740 -3.092702 1.445844 0.28 -0.13 0.11 0.30
C -4.014753 -1.040351 0.121478 0.27 -0.08 -0.28 -0.97
C -3.957407 -3.092809 1.523952 -0.04 0.02 0.15 -0.91
N -3.477439 -1.736364 1.292278 0.18 0.13 0.19 0.32
H -3.986166 0.044887 0.277141 -0.07 -0.25 0.08 0.32
C -2.432358 -1.258454 1.965075 0.12 0.44 -1.09 0.04
O -1.759862 -0.271412 1.559776 -1.41 -1.04 1.82 -0.49
H -3.652647 -3.400917 2.529159 -0.13 -0.07 -0.18 0.33
H -2.214213 -1.803654 2.904371 0.21 0.29 -0.42 0.34
H -3.417722 -1.275471 -0.771972 -0.26 0.00 0.24 0.23
H -3.532123 -3.796131 0.787371 -0.14 0.37 0.21 0.31
H 1.713932 4.307574 3.500137 -0.09 -0.14 -0.18 0.32
H -0.742791 5.353888 3.514588 -0.03 -0.02 -0.18 0.33
C 1.553304 4.153012 2.425074 -0.15 0.09 0.00 -0.88
C -0.738282 5.136799 2.439610 0.03 -0.18 0.05 -0.88
N 0.118975 3.992848 2.156451 0.07 0.19 0.15 0.25
H 2.110769 3.277003 2.087987 -0.24 0.14 0.01 0.21
C -0.400720 2.895801 1.624514 1.08 -1.44 -0.99 0.27
O 0.291568 1.897774 1.259008 -1.18 1.49 0.97 -0.17
H -1.747138 4.880357 2.105562 0.12 0.26 0.11 0.26
H -1.498479 2.898075 1.458033 0.54 0.21 0.22 0.20
H 1.919600 5.050793 1.911352 -0.09 -0.25 -0.02 0.32
H -0.381112 6.022235 1.899329 -0.11 -0.22 0.06 0.32
Br 2.623450 -0.466584 5.170668 -0.01 -0.11 -0.33 -0.20
C 2.357724 -1.146437 3.412305 -0.72 -0.20 -0.85 -0.51
C 3.024593 -2.291329 2.968343 -0.17 0.16 -0.06 -0.01
C 2.745062 -2.778043 1.687088 -0.42 0.61 0.11 -1.01
C 1.822262 -2.073460 0.895593 0.27 -0.22 0.05 -0.12
N 1.182601 -0.978650 1.314174 -0.15 0.07 0.86 0.43
C 1.402318 -0.543293 2.570662 0.77 -0.55 -0.06 -0.19
H 3.718453 -2.785417 3.642020 -0.02 -0.01 -0.21 0.42
H 3.202185 -3.683584 1.289514 -0.03 0.28 0.22 0.40
H 1.566845 -2.413513 -0.111105 0.11 0.19 0.28 0.38
H 0.821941 0.305859 2.916731 0.11 -0.07 -0.16 0.53

=====

No. 4
76
Properties=species:S:1:pos:R:3:forces:R:3:mulliken_charge:R:1 method="wB97M-V/def2-TZVPD" energy_ev=-112742.517 charge=+1 max_force_ha_per_bohr=0.03558
Pb 0.400695 -1.272712 0.953701 -0.60 0.68 -0.55 0.52
C 3.503595 0.911888 0.305501 -0.07 -0.31 -0.36 -0.48
C 2.593195 1.871488 1.047001 -0.45 -0.20 0.18 -0.44
S 1.365595 1.156388 2.201101 0.49 0.16 0.28 0.14
C 2.345895 0.850688 3.720601 -0.32 0.18 -0.48 -0.99
C 3.338595 -0.296612 3.729301 -0.05 -0.50 0.01 -0.63
S 2.633595 -1.900612 3.174101 0.61 0.11 -0.12 0.03
C 4.084795 -2.535412 2.237201 -0.15 0.27 0.36 -0.11
C 3.750595 -3.744912 1.389601 -0.45 0.10 -0.33 -1.01
S 2.441895 -3.508512 0.128401 0.47 -0.19 -0.13 0.05
C 3.326995 -2.843212 -1.327099 -0.18 -0.11 0.50 -0.90
C 3.898195 -1.441012 -1.209399 -0.26 0.57 0.05 -0.81
S 2.590995 -0.189012 -0.852399 0.60 -0.32 0.23 0.26
H 4.054295 0.273488 0.995801 0.04 0.07 -0.04 -0.11
H 4.211595 1.493988 -0.290599 0.01 -0.03 0.12 0.58
H 1.981395 2.439788 0.345501 0.06 0.08 0.00 -0.26
H 3.197895 2.559888 1.637201 0.00 0.11 -0.06 0.72
H 1.580195 0.698088 4.482001 0.04 0.08 0.05 0.42
H 2.872295 1.782888 3.931101 -0.04 -0.03 0.21 0.44
H 3.692495 -0.442012 4.750901 0.10 0.11 -0.05 0.53
H 4.196895 -0.078412 3.097801 0.05 0.00 0.00 0.34
H 4.849795 -2.806612 2.968201 0.04 0.00 -0.11 0.49
H 4.462795 -1.721512 1.619301 0.01 -0.02 0.05 -0.23
H 3.367895 -4.549712 2.016301 0.09 -0.09 -0.02 0.43
H 4.640595 -4.098512 0.868701 0.04 -0.07 0.09 0.46
H 2.568295 -2.869912 -2.111699 0.10 -0.13 -0.06 0.40
H 4.123295 -3.547812 -1.567099 -0.04 0.00 -0.18 0.52
H 4.334295 -1.163812 -2.170399 0.14 -0.07 0.07 0.47
H 4.671095 -1.377412 -0.444799 0.02 -0.02 -0.04 0.38
C -3.753905 -4.148312 1.182101 -0.03 -0.34 -0.07 -1.66
C -2.629805 -3.192312 1.416201 0.24 -0.06 -1.71 0.68
S -1.718505 -2.791512 0.060101 -0.72 -0.18 0.72 -0.17
C -2.372205 -2.725312 2.717701 0.76 1.44 0.84 0.51
C -2.981205 -3.411612 3.896501 0.09 -0.20 0.26 -1.45
S -1.366405 -1.415012 3.065601 -0.59 -0.47 -0.26 -0.27
H -3.911305 -4.273312 0.115101 -0.05 -0.05 0.03 0.44
H -4.677705 -3.794512 1.637201 -0.04 0.03 0.05 0.40
H -3.515205 -5.123412 1.609001 -0.08 -0.10 0.07 0.36
H -3.924205 -3.898412 3.670801 -0.05 0.00 -0.03 0.39
H -3.118505 -2.714712 4.719701 -0.01 -0.06 -0.02 0.41
H -2.277805 -4.179712 4.227901 -0.06 -0.10 0.10 0.30
N -0.298505 0.411288 -0.218499 0.35 -0.33 0.26 0.35
P -1.167005 1.265488 -1.180199 0.24 -0.11 0.17 1.00
C -0.203205 2.755788 -1.611299 -0.48 -0.38 0.05 0.17
C 0.993095 2.558888 -2.296299 0.00 0.01 0.01 -0.38
C 1.808095 3.635388 -2.590699 0.07 -0.07 -0.09 -0.92
C 1.422595 4.915488 -2.220299 0.03 0.02 0.06 -0.66
C 0.237595 5.107388 -1.532299 0.00 0.18 0.05 -0.67
C -0.579105 4.031488 -1.219299 0.00 -0.03 -0.07 -0.58
C -2.709405 1.834888 -0.404199 0.45 -0.19 -0.35 0.11
C -3.928705 1.918388 -1.058899 0.10 0.04 -0.04 -0.45
C -5.040405 2.357688 -0.361099 -0.19 0.03 -0.01 -0.72
C -4.932705 2.711388 0.974101 -0.06 0.00 0.03 -0.51
C -3.713305 2.614688 1.629001 -0.06 0.03 0.03 -0.81
C -2.603105 2.166988 0.941101 0.05 -0.01 0.08 -0.18
C -1.615405 0.508088 -2.781599 0.09 0.30 0.54 0.12
C -2.187205 -0.753512 -2.702999 -0.06 -0.11 0.04 -0.36
C -2.470205 -1.468712 -3.849699 -0.02 -0.05 -0.03 -0.82
C -2.191005 -0.909312 -5.086499 0.00 0.00 -0.11 -0.53
C -1.648205 0.362588 -5.170099 0.02 0.01 -0.16 -0.73
C -1.353505 1.077988 -4.020999 -0.08 0.02 0.07 -0.35
H 1.276195 1.558888 -2.593899 0.04 0.00 -0.02 0.70
H 2.737495 3.475988 -3.118299 0.06 0.02 -0.08 0.47
H 2.045695 5.760588 -2.470999 0.06 0.08 0.01 0.41
H -0.054705 6.102488 -1.237099 -0.05 0.14 0.03 0.44
H -1.506005 4.187588 -0.683899 -0.02 0.02 0.00 0.43
H -4.007405 1.637288 -2.101099 -0.02 0.02 -0.04 0.48
H -5.994705 2.424788 -0.860599 -0.11 0.01 -0.04 0.44
H -5.804405 3.055488 1.511301 -0.07 0.03 0.02 0.41
H -3.632405 2.886088 2.670001 -0.01 0.03 0.13 0.45
H -1.642905 2.055088 1.431701 -0.02 0.03 0.04 0.41
H -2.400705 -1.173812 -1.728499 -0.03 0.02 -0.08 0.40
H -2.896105 -2.458512 -3.781799 -0.07 -0.08 0.00 0.47
H -2.399605 -1.465612 -5.988399 -0.03 -0.03 -0.08 0.41
H -1.445305 0.798788 -6.137099 0.01 0.02 -0.08 0.44
H -0.928505 2.069788 -4.094299 0.01 0.00 0.00 0.46

=====

No. 5
14
Properties=species:S:1:pos:R:3:forces:R:3:mulliken_charge:R:1 method="wB97M-V/def2-TZVPD" energy_ev=-18507.148 charge=+2 max_force_ha_per_bohr=0.10436
C 1.316711 -0.828581 0.380212 0.72 4.91 -1.13 0.04
C -0.816952 -0.388795 -0.325415 1.11 2.08 1.74 -0.12
C 0.850850 1.536019 0.114652 2.71 1.34 2.22 -0.64
N 0.682905 -1.946232 0.277002 -2.64 -4.60 -0.17 -0.30
N -0.526368 -1.750602 -0.043765 1.52 0.58 0.44 0.42
N 0.570070 0.198139 0.017720 -2.96 -4.47 -0.26 0.03
S -2.086906 0.730962 0.461640 -0.80 -0.92 -0.55 -0.06
H 2.357918 -0.681861 0.511152 0.96 -0.40 0.74 0.46
H -1.045971 -0.317334 -1.362016 0.02 0.17 -1.45 0.45
H 0.877255 1.734678 1.268926 -0.17 0.17 -1.77 0.42
H 1.959239 1.526104 -0.174128 -1.45 1.32 -0.06 0.30
H 0.073996 2.119249 -0.350190 0.40 0.58 -0.45 0.37
H -1.102971 -2.543922 -0.272994 -0.61 -0.71 -0.01 0.31
H -3.109778 0.612176 -0.502799 1.19 -0.04 0.72 0.31

=====

No. 6
28
Properties=species:S:1:pos:R:3:forces:R:3:mulliken_charge:R:1 method="wB97M-V/def2-TZVPD" smiles=C[C@H](O)NC[C@@H]1NC[C@H](O)[C@H]1O energy_ev=-16640.286 charge=0 max_force_ha_per_bohr=0.04299
C 0.694484 -3.383917 -1.570121 1.27 -1.62 0.23 -1.24
C 1.162369 -1.938925 -1.530773 -0.50 -0.47 -0.87 0.52
O 2.354257 -1.721009 -2.269501 0.65 -0.45 0.91 -0.55
N 1.292235 -1.401705 -0.232102 0.53 0.92 1.94 -0.42
C 1.458304 0.079149 -0.181439 0.78 -0.55 -0.94 -1.09
C 0.100026 0.773369 -0.208934 0.61 0.39 0.59 0.53
N 0.258286 2.241402 -0.124062 -0.75 0.41 -0.28 -0.52
C -0.831302 2.806769 0.746119 0.86 1.91 0.06 -0.72
C -1.724110 1.644094 1.086806 -0.60 -0.39 -0.26 0.11
O -2.364170 1.653445 2.370915 1.23 -0.58 -0.56 -0.54
C -0.744734 0.501790 1.034843 -0.86 -1.22 0.45 -0.22
O -1.455157 -0.760849 0.987187 0.72 0.59 -0.06 -0.57
H 0.482071 -3.629216 -2.630190 -0.16 0.10 0.68 0.32
H 1.482803 -4.165768 -1.245595 -1.00 1.44 -0.26 0.27
H -0.186289 -3.525696 -0.928083 0.10 0.03 -0.36 0.34
H 0.404985 -1.441211 -2.113579 -0.42 0.76 -0.48 0.10
H 3.053687 -1.957763 -1.618828 -0.35 0.17 -0.71 0.40
H 0.571674 -1.691838 0.434752 0.29 -0.12 -0.59 0.29
H 2.116820 0.302738 -1.076427 -1.03 0.17 0.87 0.38
H 2.036634 0.460622 0.686640 -0.40 -0.62 -0.22 0.30
H -0.401689 0.484092 -1.134495 -0.44 -0.20 0.19 0.21
H 0.190377 2.612430 -1.070399 0.11 0.12 0.43 0.33
H -0.351863 3.337128 1.646525 -0.83 -1.07 -1.00 0.27
H -1.416374 3.595713 0.223458 0.50 -0.38 0.17 0.33
H -2.489894 1.471830 0.272977 0.66 0.22 0.74 0.29
H -3.131117 2.194004 2.306303 -0.97 0.66 0.03 0.33
H -0.177838 0.552581 1.996326 0.14 -0.05 -0.76 0.18
H -2.007289 -0.744181 1.775937 -0.15 -0.17 0.05 0.37